16
Properties=species:S:1:pos:R:3:forces:R:3 method="wB97M-V/def2-TZVPD" homo_lumo_gap_ev=7.368 e_above_lowest_kcal_mol=62.59 multiplicity=1 charge=-1 largest_force_ev_per_a=6.89
C -2.14513 0.92356 1.51806 -0.6334 3.6481 -2.7124
C -1.66498 -0.39461 1.09947 4.1008 1.5541 -0.2151
O -1.82330 1.38116 2.84125 1.8007 0.4326 0.0291
H -1.85664 1.83052 0.75814 0.1781 -2.0055 1.4815
H -3.20860 0.96431 1.21607 -0.2238 0.1282 1.6512
H -2.26227 -1.04856 0.57113 -1.4113 -1.2047 -0.8415
H -0.83978 1.69242 2.87587 -2.7882 -1.0671 -0.4926
H -1.08290 -0.81218 1.85594 -0.1349 -1.5567 2.2689
H -0.67350 -0.29409 0.57742 -1.2243 0.1353 -0.9651
C 1.41786 -0.04713 -2.76289 -0.7029 3.2125 1.7803
C 1.51875 -0.57454 -1.30641 -2.6953 -0.7259 -2.3234
O 0.55420 -1.00834 -0.69080 -3.3045 -0.4535 0.4042
O 2.61984 -0.64000 -0.89683 6.6363 0.3624 1.8022
H 0.40114 0.39875 -3.00094 1.2449 -0.4356 0.1230
H 1.70226 -0.75408 -3.46512 0.3826 -1.5994 -1.2763
H 2.25535 0.71662 -2.70685 -1.2249 -0.4249 -0.7140

17
Properties=species:S:1:pos:R:3:forces:R:3 method="wB97M-V/def2-TZVPD" homo_lumo_gap_ev=10.096 e_above_lowest_kcal_mol=74.06 smiles="O=P1(OO)CCCC1" multiplicity=1 charge=0 largest_force_ev_per_a=4.23
C 1.45817 -0.51620 -0.62266 0.2137 -0.0420 0.0872
C 1.52890 0.16708 0.74770 0.2552 -0.0810 0.0015
C 0.37747 0.18908 -1.43476 -0.4610 0.0612 0.2302
C 0.11462 0.20078 1.32510 -0.3328 0.2116 -0.3220
O -1.67851 1.80796 -0.19586 -0.3034 0.6288 -0.0278
O -3.14752 -0.86393 0.51927 -0.7705 0.0248 0.9700
O -2.18750 -1.06215 -0.46716 3.1353 2.8359 -0.1394
P -0.87704 0.59427 -0.16258 -1.6067 -3.5303 -0.6438
H 2.42500 -0.48300 -1.12786 -0.0770 -0.0759 0.0036
H 1.17228 -1.56039 -0.48180 0.0858 -0.0404 -0.0453
H 2.21449 -0.35926 1.41119 0.0162 0.0675 0.0286
H 1.89686 1.18939 0.61732 0.0387 -0.0433 0.0617
H 0.72869 1.11954 -1.88363 -0.0301 0.0324 0.0293
H -0.05414 -0.44200 -2.20788 -0.1075 0.0712 -0.0409
H -0.18013 -0.75947 1.74069 -0.1104 -0.0792 -0.0409
H -0.03811 0.98081 2.06804 -0.0663 -0.0223 0.0084
H -3.75354 -0.20251 0.15487 0.1207 -0.0190 -0.1604

18
Properties=species:S:1:pos:R:3:forces:R:3 method="wB97M-V/def2-TZVPD" homo_lumo_gap_ev=7.898 e_above_lowest_kcal_mol=69.57 multiplicity=1 charge=-1 largest_force_ev_per_a=5.76
C 1.15040 0.12464 1.23763 0.1102 0.0483 1.7854
C -0.24047 -0.64095 -1.85364 -4.4219 3.4574 1.2899
C -0.28580 -0.19667 1.15668 -0.9490 -3.1729 -0.7029
C -1.00073 0.34314 -0.04009 -0.0865 -3.4712 -2.0443
O -3.16964 0.13350 1.45567 0.8247 0.1036 -0.7067
O -3.45891 0.52147 -0.93493 0.7284 -0.5766 0.2457
O -2.82989 -1.69975 -0.05461 0.8765 -0.0197 -0.6622
S -1.11506 2.04272 -0.19406 -0.5529 1.4914 -0.9282
S -2.71852 -0.26071 0.10580 -2.7355 0.3944 0.6682
H 1.16903 1.20261 1.31448 0.6264 0.4791 0.4073
H 1.56112 -0.38138 2.19244 -0.0026 0.8644 -1.8623
H 1.57539 -0.09512 0.27922 0.9699 -0.6386 -0.1269
H 0.77385 -0.59975 -1.64196 1.7709 -0.3092 0.0457
H -0.64806 0.27151 -2.42625 0.9955 -1.6861 0.5268
H -0.78800 -1.56495 -2.10676 0.5784 0.4489 0.5685
H -0.48303 -1.34083 1.20667 0.4754 1.6348 -0.4535
H -0.86940 0.12502 1.96947 -0.4362 0.8252 1.4650
H -2.44448 1.88374 -0.76673 1.2285 0.1270 0.4843

17
Properties=species:S:1:pos:R:3:forces:R:3 method="wB97M-V/def2-TZVPD" homo_lumo_gap_ev="9.289 / 8.081" e_above_lowest_kcal_mol=47.63 multiplicity=2 charge=0 largest_force_ev_per_a=3.16
O 0.31280 0.15322 5.10038 -1.0693 0.3247 0.9350
H 1.18246 0.41808 4.82590 0.5876 -0.2200 -1.0172
H -0.43337 -0.52066 4.47388 2.1252 1.1269 0.5867
C -1.52159 -1.15915 4.45789 -2.8895 -1.2448 -0.2680
C -1.97810 -1.31904 5.90601 -0.3260 -0.6389 0.2659
C -0.93717 -1.95932 6.79109 0.0332 0.5163 -0.0362
C -3.35406 -2.03147 5.99329 -0.3082 0.9292 0.0738
O -3.79209 -2.70197 6.87763 0.6840 -0.6269 -0.0610
O -2.55820 -0.08366 6.37484 1.6907 0.0117 0.0804
O -2.45911 -0.36164 3.86053 0.0153 0.2077 -2.2918
H -1.33071 -2.08511 3.89895 0.2749 0.0522 0.2234
H -0.72231 -2.98051 6.43826 -0.1583 0.2713 0.3062
H -0.03099 -1.35491 6.71588 -0.0326 -0.2334 0.2502
H -1.34066 -1.93663 7.80421 0.2429 -0.3668 -0.0136
H -3.99611 -1.50106 5.29893 -0.7623 -0.2582 -0.7495
H -1.82096 0.54926 6.35206 -0.2488 0.1516 0.0588
H -2.43105 -0.41344 2.86185 0.1411 -0.0027 1.6569

17
Properties=species:S:1:pos:R:3:forces:R:3 method="wB97M-V/def2-TZVPD" homo_lumo_gap_ev="3.492 / 5.156" e_above_lowest_kcal_mol=127.45 multiplicity=4 charge=0 largest_force_ev_per_a=6.46
O -0.38652 -1.51730 1.19709 -2.0029 -1.9486 5.3380
O -1.15332 -1.46345 2.23349 2.0127 -0.9973 -1.9024
C 0.53380 -1.42901 -1.53100 -0.2703 -0.5940 -0.4262
C 0.54568 -0.34354 -0.51986 -0.4781 1.2799 0.1210
C -0.80337 -0.35548 0.27100 0.2060 4.6582 -4.4780
O -1.20348 0.74024 0.89954 -0.6924 -0.4923 0.0460
C -0.43813 1.92806 1.16113 1.0105 0.0389 0.5473
O 0.64947 0.96421 -1.08002 0.1533 -1.6293 0.1689
H 0.33550 -2.32788 -0.94148 -0.1952 -0.4759 -0.5812
H -0.20584 -1.23373 -2.31655 0.1782 -0.3320 0.1596
H 1.53468 -1.54741 -1.95902 -0.2294 0.1761 0.0073
H 1.37958 -0.61267 0.16392 0.1890 0.9049 0.1376
H -1.62902 -0.65939 -0.38402 0.0393 -0.8451 0.6457
H -0.54215 2.12972 2.23472 -0.0005 -0.0381 -0.2758
H 0.61145 1.75121 0.90048 -0.2680 0.3192 0.3790
H -0.82948 2.78017 0.57942 -0.0704 -0.5817 0.0479
H 1.60114 1.19627 -0.90884 0.4182 0.5572 0.0653

16
Properties=species:S:1:pos:R:3:forces:R:3 method="wB97M-V/def2-TZVPD" homo_lumo_gap_ev="7.325 / 7.811" e_above_lowest_kcal_mol=0.00 multiplicity=3 charge=0 largest_force_ev_per_a=4.88
C 1.01885 0.22637 0.54438 -1.0101 -2.6129 -1.8772
C 2.31905 -0.51968 0.42139 -0.7483 -1.1849 0.1889
C -0.75311 1.19616 -1.34250 0.0343 -0.4022 1.2899
C -1.77869 -0.62289 0.84042 0.2905 0.3913 -1.6366
O -0.27668 -1.45250 -1.39878 -0.0870 -1.5288 -0.1121
P -0.54022 -0.39733 -0.42606 3.2076 3.5632 0.9120
S 0.92309 1.44723 1.54557 -0.5027 2.5573 2.0114
H 3.10610 -0.17648 1.10702 -0.2818 0.0680 -0.3419
H 2.60283 -0.40696 -0.63153 0.4548 -0.6451 0.2733
H 2.02682 -1.56588 0.73054 0.9427 0.6818 -0.7982
H -1.29382 0.98343 -2.26042 0.1073 0.2821 -0.1439
H -1.32652 1.84060 -0.66256 0.0679 0.2425 -0.4010
H 0.27980 1.61560 -1.45162 -1.1171 -0.3998 -0.2934
H -2.61532 -0.41051 0.24828 -1.9573 0.4125 -0.6289
H -1.83198 -1.64238 0.98010 0.0124 -2.4240 0.5973
H -1.86021 -0.11478 1.75577 0.5869 0.9993 0.9605

14
Properties=species:S:1:pos:R:3:forces:R:3 method="wB97M-V/def2-TZVPD" homo_lumo_gap_ev=4.776 e_above_lowest_kcal_mol=39.73 multiplicity=1 charge=-1 largest_force_ev_per_a=3.64
C -3.70642 -1.26007 -2.24820 -2.6895 -0.2443 -0.9538
S -3.68517 -2.41328 -3.68116 0.3874 0.0115 0.3132
H -3.64055 -1.68006 -1.27875 -0.2051 -1.2925 1.0809
H -2.91419 -0.57418 -2.18114 0.9906 1.4890 -0.6973
H -4.74368 -0.78129 -2.28996 1.5241 0.0374 0.2574
C 2.71970 -0.10659 1.53483 2.1091 0.9742 2.0670
C 2.06222 1.22698 1.52262 0.1454 0.5385 1.4269
C 0.98525 1.52727 0.81159 2.1446 -2.0477 -2.1065
H 2.17591 -0.96975 1.32220 -1.3903 -1.0126 -0.8777
H 3.60067 -0.05996 0.91302 0.4819 -0.2610 -0.2749
H 3.09545 -0.30623 2.58744 -0.2198 0.3090 -1.0797
H 2.54614 1.98814 2.22347 -1.0419 -1.0574 -0.6982
H 0.59811 2.47144 0.92871 -1.2163 1.9808 -0.1979
H 0.90655 0.93757 -0.16467 -1.0202 0.5751 1.7405

14
Properties=species:S:1:pos:R:3:forces:R:3 method="wB97M-V/def2-TZVPD" homo_lumo_gap_ev="9.791 / 6.755" e_above_lowest_kcal_mol=28.57 multiplicity=2 charge=0 largest_force_ev_per_a=3.62
C -2.44663 -0.75446 1.43501 -0.7391 -1.3950 -0.3643
S -1.58605 0.63296 0.71560 -0.0344 -0.5149 0.1112
H -3.53510 -0.68454 1.30261 0.2846 0.3106 0.3298
H -2.24712 -1.77384 1.00395 0.4514 1.0618 -0.3169
H -2.17539 -0.95496 2.46829 -0.0157 0.5210 0.2667
C 1.35270 0.77022 -1.51596 -0.6981 2.6850 -0.9663
C 2.48538 -0.14212 -1.33657 -0.0839 -2.4023 2.7027
C 2.37923 -1.02049 -0.28825 -1.3493 1.4143 -1.1378
H 0.40335 0.29335 -1.68698 -0.3534 -0.7183 -2.3279
H 0.88230 0.93795 -0.55699 1.1399 1.4399 1.0927
H 1.54400 1.78742 -2.12149 -0.6867 -2.5527 1.3873
H 3.36983 -0.16211 -1.94174 0.2998 0.4324 -0.2373
H 3.16647 -1.63062 0.12127 0.0535 -0.3194 -0.3237
H 1.34426 -1.05882 0.19606 1.7313 0.0376 -0.2163

8
Properties=species:S:1:pos:R:3:forces:R:3 method="wB97M-V/def2-TZVPD" homo_lumo_gap_ev="7.435 / 7.433" e_above_lowest_kcal_mol=82.59 multiplicity=1 charge=0 largest_force_ev_per_a=2.34
C 0.45832 0.34975 0.29588 0.3527 -1.1393 -1.2278
C -0.62137 1.03890 0.77795 0.9412 -0.7830 0.4061
C 1.83525 0.24626 0.71229 -0.6128 -0.3842 -0.1585
C -1.93635 1.31518 1.12625 0.8578 0.2921 -0.4733
N -1.06229 1.86815 1.88798 -0.3166 -0.4350 -0.6235
Cl 2.50425 1.57556 1.48220 -0.0135 0.8511 0.5056
Cl -3.56234 1.25430 0.78006 -0.0670 0.0143 0.2750
H 0.42144 -0.45680 -0.53346 -1.1418 1.5841 1.2963

11
Properties=species:S:1:pos:R:3:forces:R:3 method="wB97M-V/def2-TZVPD" homo_lumo_gap_ev=6.743 e_above_lowest_kcal_mol=0.00 smiles="O=S1=C([O-])SC=C(Cl)C=1Cl" multiplicity=1 charge=-1 largest_force_ev_per_a=3.42
C 1.37746 0.30046 0.24372 1.2923 2.8140 0.4407
C 0.33601 1.19988 0.08703 -0.1948 -0.8358 -0.7465
C -1.01810 1.00727 -0.35690 1.7667 -2.7513 0.9997
C -0.14517 -1.99645 0.32690 -1.5583 2.3024 -0.4816
O -0.82428 -0.93543 -2.05044 0.9135 -0.6644 -2.4408
O -0.69785 -2.98004 0.70384 0.3793 -1.0061 0.2827
S 1.38221 -1.32389 0.79939 0.3605 -0.6662 0.2233
S -1.33009 -0.73779 -0.70520 -0.6344 0.7928 1.7542
Cl 0.79926 2.88197 0.10996 0.4030 0.8234 0.1910
Cl -2.32166 1.78847 0.46980 -0.4758 0.5143 0.3225
H 2.44222 0.79556 0.37189 -2.2519 -1.3231 -0.5451

10
Properties=species:S:1:pos:R:3:forces:R:3 method="wB97M-V/def2-TZVPD" homo_lumo_gap_ev="8.797 / 7.817" e_above_lowest_kcal_mol=0.00 multiplicity=3 charge=0 largest_force_ev_per_a=2.02
C -0.83461 -0.65211 0.05131 0.8450 1.4797 0.6466
C -1.36175 0.50690 0.45315 -0.6287 -1.6528 -0.0041
C 0.68523 -0.59103 -0.18373 0.7233 0.5266 -0.2302
C 1.19147 0.83444 0.00177 -0.2875 -1.8582 -0.7424
Cl -1.77549 -2.07186 -0.25881 0.3693 0.2088 0.1427
Cl -2.90077 0.88623 0.95278 0.0566 0.2429 -0.1061
Cl 0.95712 -1.03936 -1.92040 0.2190 -0.3353 0.4161
Cl 1.68012 1.25001 1.51019 0.5915 0.4661 1.8121
Cl 0.95053 2.03334 -1.10101 -0.3245 0.9591 -0.9701
H 1.40817 -1.15656 0.49476 -1.5639 -0.0369 -0.9646

12
Properties=species:S:1:pos:R:3:forces:R:3 method="wB97M-V/def2-TZVPD" homo_lumo_gap_ev="2.928 / 3.119" multiplicity=2 charge=+1 largest_force_ev_per_a=3.15
O -2.19063 -1.69446 -2.43776 -1.4997 -0.8604 -0.2896
O -0.27003 -0.62467 -1.82845 -0.8908 -1.2916 1.4161
O -1.10970 -2.25784 -0.61972 -0.7911 -1.4160 1.4412
C 0.96798 0.97339 -2.84151 0.0626 0.0288 0.1068
C -0.02659 -0.02789 -3.09716 -0.1463 0.2859 -0.7914
C -1.22420 -1.53309 -1.65224 2.0864 2.0450 -1.1747
H 1.29424 1.55641 -3.71996 -0.1496 -0.2138 0.1558
Mg -2.82382 -3.16208 -1.19151 1.3972 1.4230 -0.5785
O 0.59934 1.01730 4.34615 -0.0963 0.1502 0.4261
C 0.35438 1.35165 5.39879 0.1076 -0.1518 -0.4611
O 1.49653 1.22861 -1.72393 -0.1124 0.1714 -0.7488
Cs 1.71741 0.52353 0.75280 0.0323 -0.1709 0.4980

What is the charge in the sixth record?
0